# 1
{
  "formula": "C29H54Br2N2O4PSi2",
  "method": "ωB97M-V with the def2-TZVPD basis set",
  "e_homo_ev": -3.593,
  "charge": -1,
  "lumo_ev": 1.46,
  "spin_multiplicity": 1,
  "symbols": ["C", "C", "P", "C", "C", "C", "Br", "O", "C", "O", "C", "Br", "C", "O", "C", "C", "C", "C", "C", "C", "C", "C", "C", "C", "C", "C", "N", "C", "C", "C", "O", "H", "H", "H", "H", "H", "H", "H", "H", "H", "H", "H", "H", "H", "H", "H", "H", "H", "H", "H", "H", "H", "H", "H", "H", "H", "H", "H", "H", "H", "H", "H", "H", "H", "H", "H", "H", "C", "Si", "C", "C", "N", "Si", "C", "C", "C", "H", "H", "H", "H", "H", "H", "H", "H", "H", "H", "H", "H", "H", "H", "H", "H", "H", "H"],
  "xyz": [[4.065, 0.786, 0.222], [3.029, 1.783, -0.332], [1.577, 0.785, -0.850], [2.291, -0.492, -1.957], [2.370, -1.862, -1.233], [0.566, 1.797, -2.101], [1.897, 2.560, -3.378], [-0.173, 0.878, -2.925], [-1.502, 0.994, -2.784], [-2.269, 0.516, -3.530], [-1.773, 1.846, -1.564], [-1.711, 0.454, -0.142], [-3.160, 2.506, -1.497], [-4.143, 1.773, -0.808], [-4.987, 2.542, -0.037], [-4.485, 3.225, 1.073], [-5.322, 4.015, 1.874], [-4.761, 4.717, 3.086], [-6.672, 4.118, 1.528], [-7.169, 3.418, 0.427], [-6.345, 2.605, -0.368], [-6.927, 1.826, -1.532], [-6.726, 0.311, -1.312], [-6.374, 2.282, -2.888], [-0.561, 2.788, -1.605], [-0.243, 3.386, -0.237], [0.936, 4.242, -0.264], [-0.666, 3.895, -2.686], [-1.878, 4.845, -2.737], [-2.066, 5.829, -1.581], [-2.212, 7.162, -2.108], [4.585, 0.285, -0.585], [3.558, 0.027, 0.815], [4.758, 1.292, 0.884], [2.693, 2.388, 0.502], [3.451, 2.420, -1.102], [1.678, -0.592, -2.846], [3.271, -0.191, -2.315], [1.922, -1.795, -0.250], [3.405, -2.172, -1.174], [1.833, -2.607, -1.808], [-3.518, 2.647, -2.513], [-3.025, 3.466, -1.016], [-3.435, 3.117, 1.305], [-5.133, 4.224, 3.981], [-3.681, 4.626, 3.102], [-5.069, 5.757, 3.101], [-7.343, 4.732, 2.110], [-8.215, 3.493, 0.168], [-8.002, 1.983, -1.480], [-7.540, -0.266, -1.741], [-6.691, 0.093, -0.248], [-5.779, -0.013, -1.726], [-6.028, 3.310, -2.843], [-7.144, 2.184, -3.647], [-5.562, 1.624, -3.179], [-1.124, 3.906, 0.152], [-0.052, 2.588, 0.474], [0.760, 5.150, -0.665], [1.322, 4.342, 0.661], [-0.672, 3.383, -3.644], [0.212, 4.518, -2.622], [-2.798, 4.317, -2.946], [-1.719, 5.472, -3.610], [-2.977, 5.598, -1.035], [-1.215, 5.857, -0.910], [-3.057, 7.519, -1.833], [2.958, -8.403, 0.754], [4.247, -7.554, 1.855], [5.901, -8.400, 1.455], [3.807, -8.048, 3.637], [4.221, -5.909, 1.565], [5.170, -4.742, 2.290], [7.035, -4.938, 1.985], [4.938, -4.587, 4.170], [4.713, -3.043, 1.579], [2.941, -9.489, 0.913], [1.961, -8.013, 0.970], [3.180, -8.217, -0.299], [5.799, -9.493, 1.446], [6.668, -8.152, 2.192], [6.255, -8.087, 0.471], [2.903, -7.527, 3.959], [4.613, -7.801, 4.333], [3.624, -9.128, 3.719], [7.449, -5.774, 2.555], [7.587, -4.036, 2.282], [7.226, -5.116, 0.925], [3.875, -4.555, 4.416], [5.404, -3.671, 4.556], [5.390, -5.429, 4.700], [3.660, -2.822, 1.769], [4.881, -3.029, 0.500], [5.319, -2.246, 2.029]],
  "lowdin_charge": [-0.15, -0.44, 0.96, -0.41, -0.14, -0.77, 0.80, -0.08, -0.57, 0.18, -0.52, 0.91, -0.19, -0.12, -0.22, 0.04, -0.27, -0.05, -0.05, -0.02, -0.14, -0.35, -0.05, -0.05, -0.42, -0.25, 0.04, -0.17, -0.15, -0.23, -0.07, 0.06, 0.06, 0.07, 0.05, 0.03, 0.06, 0.06, 0.05, 0.05, 0.07, 0.12, 0.09, 0.12, 0.08, 0.07, 0.08, 0.11, 0.11, 0.12, 0.07, 0.08, 0.07, 0.08, 0.08, 0.07, 0.11, 0.07, 0.06, 0.08, 0.10, 0.08, 0.09, 0.12, 0.11, 0.10, 0.08, -0.22, 0.20, -0.21, -0.21, -0.24, 0.20, -0.21, -0.21, -0.22, 0.01, 0.01, 0.01, 0.01, 0.00, 0.01, 0.01, 0.00, 0.01, 0.00, 0.01, 0.01, 0.01, 0.01, 0.00, 0.01, 0.00, 0.01]
}

=====

# 2
{
  "formula": "C29H56ClGeMnN2O6SSi",
  "method": "ωB97M-V with the def2-TZVPD basis set",
  "e_homo_ev": [-14.006, -14.023],
  "charge": 2,
  "lumo_ev": [-8.12, -6.37],
  "spin_multiplicity": 5,
  "symbols": ["Mn", "C", "C", "C", "C", "Ge", "C", "C", "C", "C", "H", "H", "H", "H", "H", "H", "H", "H", "H", "H", "H", "H", "H", "H", "H", "H", "H", "H", "H", "C", "C", "C", "C", "O", "Si", "S", "O", "C", "C", "C", "C", "O", "C", "C", "C", "C", "H", "H", "H", "H", "H", "H", "H", "H", "H", "H", "H", "H", "H", "H", "H", "H", "H", "H", "H", "H", "H", "H", "H", "H", "H", "H", "H", "Cl", "C", "C", "C", "C", "C", "C", "C", "O", "O", "H", "H", "H", "H", "C", "N", "C", "N", "O", "H", "H", "H", "H", "H", "H"],
  "xyz": [[-0.114, 0.073, 0.817], [-5.938, 0.394, 1.518], [-5.916, -0.943, 0.782], [-4.777, -1.857, 1.235], [-3.402, -1.279, 0.874], [-1.919, -2.590, 0.767], [-0.835, -2.586, 2.447], [-1.665, -2.388, 3.725], [-2.081, -3.714, 4.358], [-2.920, -4.579, 3.418], [-6.778, 1.000, 1.182], [-5.025, 0.967, 1.340], [-6.045, 0.242, 2.593], [-5.824, -0.767, -0.295], [-6.865, -1.458, 0.944], [-4.905, -2.840, 0.771], [-4.839, -2.005, 2.316], [-3.085, -0.533, 1.610], [-3.443, -0.769, -0.092], [-2.227, -3.960, 0.176], [-0.128, -1.751, 2.338], [-0.232, -3.494, 2.515], [-2.566, -1.806, 3.503], [-1.087, -1.808, 4.448], [-2.653, -3.498, 5.261], [-1.188, -4.265, 4.663], [-3.742, -3.999, 2.986], [-3.352, -5.418, 3.961], [-2.321, -4.988, 2.600], [-1.096, -5.857, -3.887], [-0.420, -5.326, -2.633], [1.082, -5.189, -2.827], [-0.744, -6.178, -1.417], [-1.003, -4.009, -2.346], [-0.945, -2.577, -3.006], [-0.453, -1.551, -0.695], [-2.271, -1.832, -3.411], [-3.718, -2.020, -3.496], [-4.012, -2.577, -4.881], [-4.322, -0.635, -3.320], [-4.183, -2.980, -2.414], [0.367, -2.140, -3.758], [0.674, -1.422, -5.001], [2.182, -1.512, -5.160], [-0.043, -2.128, -6.142], [0.210, 0.018, -4.854], [-0.702, -6.841, -4.136], [-0.908, -5.188, -4.732], [-2.172, -5.946, -3.737], [1.534, -6.176, -2.917], [1.531, -4.675, -1.976], [1.309, -4.629, -3.735], [-0.295, -7.164, -1.524], [-1.823, -6.299, -1.310], [-0.350, -5.708, -0.514], [-3.659, -1.890, -5.651], [-5.086, -2.711, -5.004], [-3.524, -3.545, -5.016], [-4.047, 0.005, -4.158], [-3.961, -0.178, -2.397], [-5.408, -0.707, -3.278], [-3.705, -3.954, -2.533], [-5.262, -3.108, -2.483], [-3.937, -2.589, -1.426], [2.502, -2.553, -5.204], [2.685, -1.026, -4.325], [2.480, -1.018, -6.085], [0.280, -3.168, -6.215], [0.185, -1.635, -7.086], [-1.125, -2.102, -5.991], [0.728, 0.499, -4.023], [-0.864, 0.051, -4.665], [0.423, 0.573, -5.766], [0.131, 7.523, 3.376], [-0.213, 5.926, 2.873], [-0.310, 5.634, 1.514], [-0.551, 4.339, 1.108], [-0.680, 3.325, 2.061], [-0.618, 3.631, 3.425], [-0.395, 4.928, 3.829], [-0.845, 1.941, 1.656], [-1.180, 1.570, 0.463], [-0.579, 0.976, 2.461], [-0.194, 6.425, 0.786], [-0.628, 4.101, 0.055], [-0.760, 2.843, 4.153], [-0.354, 5.177, 4.881], [4.494, -2.122, 2.603], [3.261, -1.666, 1.976], [2.861, -0.400, 1.898], [3.597, 0.558, 2.464], [1.788, -0.101, 1.294], [4.554, -3.201, 2.507], [4.503, -1.874, 3.666], [5.368, -1.687, 2.115], [2.672, -2.334, 1.509], [4.469, 0.368, 2.926], [3.303, 1.516, 2.380]],
  "lowdin_charge": [0.80, -0.10, -0.26, -0.29, -0.35, 0.74, -0.32, -0.27, -0.25, -0.10, 0.08, 0.06, 0.08, 0.10, 0.11, 0.10, 0.10, 0.06, 0.05, -0.01, 0.01, 0.08, 0.09, 0.11, 0.11, 0.11, 0.06, 0.08, 0.06, -0.01, -0.60, -0.01, -0.02, -0.16, 0.15, 0.46, -0.10, -0.59, -0.01, -0.01, -0.01, -0.11, -0.60, -0.01, -0.01, -0.01, 0.11, 0.09, 0.09, 0.10, 0.10, 0.08, 0.10, 0.09, 0.08, 0.09, 0.10, 0.09, 0.10, 0.08, 0.10, 0.09, 0.11, 0.05, 0.09, 0.09, 0.10, 0.09, 0.10, 0.08, 0.09, 0.08, 0.10, 0.77, -0.65, -0.07, 0.01, -0.14, 0.01, -0.07, -0.50, -0.03, -0.02, 0.12, 0.13, 0.13, 0.12, -0.04, 0.06, -0.53, 0.24, -0.11, 0.10, 0.10, 0.10, 0.15, 0.12, 0.13]
}

=====

The energy above the lowest of the compared OMol25 structures with the same formula, charge and spin results, record by record, are as follows: 0.0 23.5 kcal/mol.